{
  "formula": "C6H16",
  "method": "ωB97M-V/def2-TZVPD",
  "elements": ["C", "C", "C", "C", "H", "H", "H", "H", "H", "H", "H", "H", "H", "H", "C", "C", "H", "H", "H", "H", "H", "H"],
  "coordinates": [[1.1637, -0.0822, -0.1651], [2.0910, -0.2909, -1.3479], [1.3008, -1.3748, 0.8069], [1.4592, 1.1460, 0.7005], [0.0249, -0.0567, -0.5761], [3.2478, -0.1530, -1.0474], [2.2742, -1.7478, 1.1054], [0.6305, -1.0646, 1.6619], [0.8239, -2.1881, 0.2872], [1.8753, 1.8637, -0.0323], [0.5924, 1.6285, 1.3138], [2.2409, 0.7826, 1.4986], [1.6875, 0.5051, -2.0120], [1.8427, -1.3524, -1.6972], [-2.6417, -0.1756, 0.4984], [-3.0753, 0.7686, -0.5505], [-3.0919, -0.0932, 1.5219], [-2.8249, -1.2628, 0.2249], [-1.5612, -0.2251, 0.6193], [-2.9371, 0.5000, -1.5633], [-4.1081, 1.1952, -0.4872], [-2.5035, 1.7221, -0.4712]],
  "forces_ev_per_angstrom": [[-1.5, -2.2, 1.8], [0.5, 0.2, 0.4], [-2.6, 1.9, -0.5], [0.5, 0.1, 1.1], [2.7, -0.1, 0.9], [-2.7, -0.3, -0.9], [0.4, 0.7, 0.1], [1.0, -0.9, -0.4], [-0.3, -0.6, -0.1], [0.0, 0.3, 1.0], [1.3, -1.1, -1.4], [-1.1, 1.2, -1.6], [1.2, -0.7, -0.5], [0.8, 1.6, -0.1], [-0.1, -3.1, 1.2], [-0.8, 3.4, 0.4], [0.3, 0.4, -1.0], [-0.3, 1.1, 0.1], [0.1, 0.5, 0.1], [0.2, -0.9, -1.0], [0.5, -1.0, 0.2], [0.0, -0.5, 0.1]],
  "mulliken_charge": [0.9081, -1.2710, -1.4627, -1.1131, -0.0417, 0.2573, 0.4031, 0.3406, 0.4317, 0.3676, 0.2446, 0.2554, 0.3911, 0.3079, -0.3821, -0.9046, 0.3203, 0.2360, -0.1643, 0.3116, 0.3152, 0.2488],
  "de_lowest_kcal_mol": 39.89,
  "e_homo_ev": -10.55,
  "gap_ev": 11.5682,
  "smiles": "CC(C)C.CC"
}